Record 1
A molecular structure, C8H10N2RuS at a distorted geometry. Source: the Open Molecules 2025 dataset; level of theory: ωB97M-V with the def2-TZVPD basis set.

Computed properties:
* spin multiplicity: 6
* orbital gap (spin up / spin down): 5.97 / 7.30 eV
* total charge: -1
* expectation value of S²: 8.78

Geometry as XYZ:
```
22
C8H10N2RuS, DFT ωB97M-V with the def2-TZVPD basis set
C 0.788 -1.583 0.974
C -0.324 -1.878 0.087
C -1.480 -1.200 0.587
C -1.111 -0.505 1.781
C 0.263 -0.761 2.037
Ru 0.373 0.385 -0.074
N 0.928 1.919 1.031
C 1.327 0.412 -1.760
C 0.376 -0.486 -2.214
H -2.470 -1.248 0.141
H -0.306 -2.573 -0.739
H -1.780 0.106 2.373
H 0.829 -0.427 2.907
H 1.763 -2.040 0.920
H 0.712 -1.508 -2.386
H 1.203 1.490 -2.025
H 1.852 1.495 0.753
H -0.348 -0.034 -2.905
H 2.299 0.182 -1.272
S -1.787 1.456 -0.804
C -1.593 2.875 0.026
N -1.515 3.921 0.563
```

=====

Record 2
2 unconnected molecules or ions with the total composition C8H10NO6 at a distorted geometry. Source: the Open Molecules 2025 dataset; level of theory: ωB97M-V with the def2-TZVPD basis set.

Computed properties:
* orbital gap (spin up / spin down): 8.43 / 4.92 eV
* total charge: -1

Geometry as XYZ:
```
25
C8H10NO6, DFT ωB97M-V with the def2-TZVPD basis set
C -3.377 0.017 -1.254
C -3.173 1.389 -0.971
C -2.209 -0.647 -0.748
C -1.914 1.455 -0.344
C 0.622 -1.110 1.897
C 2.198 -1.967 -0.477
C 1.741 1.161 1.446
C 1.329 -0.204 0.951
N -1.337 0.253 -0.207
O 0.189 -2.244 1.648
O 0.463 -0.561 3.019
O -1.888 -1.999 -0.667
O -1.412 2.568 0.257
O 0.692 1.838 2.140
O 2.008 -0.606 -0.195
H -4.183 -0.621 -1.555
H -3.806 2.224 -0.945
H 1.464 -2.574 0.045
H 3.013 -2.209 0.307
H 2.532 -2.056 -1.449
H 2.539 0.909 2.185
H 2.204 1.914 0.771
H -1.110 -1.987 -0.192
H -0.877 2.380 1.023
H 0.242 1.117 2.714
```

=====

Record 3
A gas-phase ion, C8H10NOS2 (charge +1) at a distorted geometry. Source: the Open Molecules 2025 dataset; level of theory: ωB97M-V with the def2-TZVPD basis set.

Computed properties:
* orbital gap (spin up / spin down): 7.58 / 5.75 eV
* total charge: +1

Geometry as XYZ:
```
22
C8H10NOS2, DFT ωB97M-V with the def2-TZVPD basis set
C 2.592 0.114 -0.627
C 2.494 -0.036 -2.014
C 1.460 0.143 0.145
C 1.259 -0.179 -2.621
C 0.174 0.032 -0.441
C 0.101 -0.173 -1.863
C -2.042 -0.657 2.387
C -1.033 0.120 0.243
N -1.137 0.323 1.666
O -1.119 -0.366 -2.380
S -1.294 -2.328 2.306
S -1.667 -2.789 0.433
H 3.565 0.208 -0.168
H 3.390 -0.050 -2.612
H 1.570 0.263 1.216
H 1.195 -0.309 -3.692
H -2.133 -0.363 3.430
H -3.011 -0.655 1.889
H -1.960 0.119 -0.302
H -1.512 1.265 1.847
H -0.190 0.258 2.071
H -1.089 -0.520 -3.334
```

=====

Record 4
A molecular structure, C8H10NiO8P at a distorted geometry. Source: the Open Molecules 2025 dataset; level of theory: ωB97M-V with the def2-TZVPD basis set.

Computed properties:
* spin multiplicity: 3
* orbital gap (spin up / spin down): 7.50 / 3.18 eV
* total charge: +1
* expectation value of S²: 2.02

Geometry as XYZ:
```
28
C8H10NiO8P, DFT ωB97M-V with the def2-TZVPD basis set
O -0.426 0.223 -3.950
C -0.091 0.197 -2.843
Ni 0.564 0.251 -1.269
O 3.336 0.571 -0.782
C 2.264 0.420 -1.140
C -1.887 -0.870 -1.543
O -2.703 -0.486 -0.730
C -0.177 -1.365 -0.642
O 0.048 -2.320 0.010
C 0.620 1.805 -0.493
O 0.770 2.886 -0.128
H -2.276 -1.429 -2.363
C 0.416 2.623 3.043
O 0.494 1.372 2.387
P -0.314 0.051 3.033
O 0.174 0.055 4.595
C 1.492 -0.246 5.102
O 0.575 -1.163 2.397
C 2.007 -1.180 2.100
H 0.180 3.403 2.290
H 1.385 2.881 3.510
H -0.375 2.685 3.822
H 2.287 0.267 4.545
H 1.468 0.099 6.144
H 1.656 -1.328 5.092
H 2.367 -0.184 1.848
H 2.511 -1.586 2.979
H 2.151 -1.849 1.250
```

=====

Record 5
A molecular structure, C8H10O at a distorted geometry. Source: the Open Molecules 2025 dataset; level of theory: ωB97M-V with the def2-TZVPD basis set.

Computed properties:
* orbital gap: 8.90 eV

Geometry as XYZ:
```
19
C8H10O, DFT ωB97M-V with the def2-TZVPD basis set
C -0.444 1.546 -1.512
C 0.556 0.354 -1.938
C 0.180 -0.857 -1.634
C -1.037 -1.233 -0.992
C -1.584 -0.788 0.205
C -1.241 0.271 1.263
C -0.038 0.481 1.697
C 1.249 -0.208 1.291
H -0.184 1.530 -0.127
H -1.605 1.367 -1.850
H -0.147 2.585 -2.068
H 1.531 0.720 -2.286
H 0.836 -1.753 -1.949
H -1.755 -1.982 -1.649
H -2.537 -1.355 0.407
H -2.114 0.699 1.811
H 0.510 1.230 2.303
H 1.267 -0.976 0.452
O 2.293 0.067 1.834
```

=====

Record 6
C8H10O in the gas phase at a distorted geometry. Source: the Open Molecules 2025 dataset; level of theory: ωB97M-V with the def2-TZVPD basis set.

Computed properties:
* orbital gap: 9.76 eV
* SMILES string: C=C1C(=O)[C@H]2C[C@@H]1[C@@H]2C

Geometry as XYZ:
```
19
C8H10O, DFT ωB97M-V with the def2-TZVPD basis set
C 2.290 0.221 -0.781
C 0.795 0.409 -0.465
C -0.106 -0.914 0.086
C 0.163 -0.185 1.481
C 0.071 1.130 0.674
C -1.386 1.153 -0.037
C -1.503 -0.369 -0.254
C -2.547 -1.263 -0.366
H 2.850 -0.617 0.077
H 2.855 1.379 -0.680
H 2.702 -0.209 -1.818
H 0.302 1.020 -1.413
H -0.002 -1.959 -0.335
H -0.387 -0.455 2.282
H 1.157 -0.355 1.838
H 0.666 2.023 1.206
H -3.442 -0.743 -0.727
H -2.356 -2.416 -0.504
O -2.122 2.149 -0.263
```

=====

Record 7
2 unconnected molecules or ions with the total composition C8H10O2 at a distorted geometry. Source: the Open Molecules 2025 dataset; level of theory: ωB97M-V with the def2-TZVPD basis set.

Computed properties:
* orbital gap: 10.03 eV
* SMILES string: c1ccccc1.CC(=O)O

Geometry as XYZ:
```
20
C8H10O2, DFT ωB97M-V with the def2-TZVPD basis set
C 0.117 -2.346 -0.751
C -0.515 -3.460 -1.549
C -0.410 1.924 -0.382
C 0.004 3.014 0.202
C 0.641 2.913 1.446
C 0.755 1.667 2.071
C 0.157 0.440 1.560
C -0.301 0.648 0.204
H 0.464 -0.713 -1.098
H -0.598 -4.521 -1.100
H -1.618 -3.211 -1.881
H -0.018 -3.499 -2.579
H -0.755 1.994 -1.372
H -0.156 4.001 -0.408
H 0.894 3.885 1.809
H 1.248 1.571 3.102
H 0.263 -0.537 2.162
H -0.909 -0.195 -0.086
O 0.827 -2.313 0.223
O -0.090 -1.264 -1.572
```

=====

Record 8
2 unconnected molecules or ions with the total composition C8H10OS at a distorted geometry. Source: the Open Molecules 2025 dataset; level of theory: ωB97M-V with the def2-TZVPD basis set.

Computed properties:
* orbital gap: 7.63 eV

Geometry as XYZ:
```
20
C8H10OS, DFT ωB97M-V with the def2-TZVPD basis set
C -1.280 -1.496 1.126
C -1.946 -0.487 0.501
C -0.001 -2.052 0.547
C -1.187 0.308 -0.549
C 0.540 -1.497 -0.522
C -0.019 -0.310 -1.131
C 1.743 1.318 1.481
C 0.503 0.301 -2.240
O 1.179 3.889 1.046
S 1.621 2.613 0.472
H -1.792 -2.234 1.839
H -2.959 -0.164 0.736
H 0.277 -2.936 1.038
H -1.993 0.500 -1.291
H 1.411 -1.898 -1.030
H 1.226 1.088 2.417
H 2.420 0.650 1.104
H 0.166 1.253 -2.520
H 1.223 -0.109 -2.924
H -1.132 1.263 -0.101
```

=====

Record 9
C8H10OS in the gas phase at a distorted geometry. Source: the Open Molecules 2025 dataset; level of theory: ωB97M-V with the def2-TZVPD basis set.

Computed properties:
* orbital gap: 9.44 eV
* SMILES string: C=CCc1sccc1CO

Geometry as XYZ:
```
20
C8H10OS, DFT ωB97M-V with the def2-TZVPD basis set
C -1.727 -1.726 -0.013
C -2.700 -0.909 0.501
C -0.602 -1.013 -0.425
C -0.662 0.335 -0.300
C 0.232 1.353 -0.931
C 0.694 -1.825 -0.567
C 1.388 1.687 0.061
C 1.284 2.679 0.895
O 1.038 -2.267 0.773
S -2.201 0.780 0.323
H -1.806 -2.883 -0.081
H -3.708 -1.216 0.852
H 0.637 1.225 -1.877
H -0.413 2.219 -0.999
H 0.502 -2.688 -1.150
H 2.392 1.265 0.079
H 2.085 2.780 1.526
H 1.614 -1.347 -0.962
H 0.365 3.179 1.141
H 1.588 -1.626 1.153
```

=====

Record 10
2 unconnected molecules or ions with the total composition C8H10Si at a distorted geometry. Source: the Open Molecules 2025 dataset; level of theory: ωB97M-V with the def2-TZVPD basis set.

Computed properties:
* orbital gap: 9.61 eV
* SMILES string: C#Cc1ccccc1.[SiH4]

Geometry as XYZ:
```
19
C8H10Si, DFT ωB97M-V with the def2-TZVPD basis set
C 0.091 -0.889 2.550
C -0.366 0.016 1.601
C 1.119 -1.741 2.192
C 0.245 0.145 0.420
C 1.658 -1.689 0.904
C 1.213 -0.777 -0.022
C 2.201 -0.644 -2.431
C 1.809 -0.628 -1.289
Si -2.640 2.246 -1.783
H -0.146 -0.989 3.628
H -1.335 0.451 1.649
H 1.504 -2.481 2.899
H -0.092 0.924 -0.260
H 2.473 -2.328 0.618
H -3.828 2.703 -1.235
H 2.677 -0.500 -3.279
H -1.529 2.732 -0.973
H -2.450 2.581 -3.300
H -2.603 0.867 -1.889
```

=====

Record 11
2 unconnected molecules or ions with the total composition C8H11BS at a distorted geometry. Source: the Open Molecules 2025 dataset; level of theory: ωB97M-V with the def2-TZVPD basis set.

Computed properties:
* orbital gap: 8.72 eV

Geometry as XYZ:
```
21
C8H11BS, DFT ωB97M-V with the def2-TZVPD basis set
B -0.501 0.332 0.219
C 3.927 -1.187 -0.008
C 2.550 -1.231 0.223
C 4.329 0.131 -0.189
C 2.028 0.033 0.397
C -1.398 -0.923 0.239
C -1.442 1.621 0.033
C -2.875 -0.502 -0.116
C -2.878 1.125 -0.147
S 3.089 1.289 0.050
H 4.508 -1.942 -0.435
H 1.805 -1.912 0.610
H 5.293 0.553 -0.504
H -1.061 -1.608 -0.560
H -1.335 -1.610 1.024
H -1.290 2.404 0.957
H -1.143 2.272 -0.783
H -3.126 -0.801 -1.155
H -3.599 -0.823 0.598
H -3.663 1.246 0.662
H -3.218 1.531 -1.114
```

=====

Record 12
A molecular structure, C8H11BrCl24NOPSSi2 at a distorted geometry. Source: the Open Molecules 2025 dataset; level of theory: ωB97M-V with the def2-TZVPD basis set.

Computed properties:
* orbital gap: 8.25 eV

Geometry as XYZ:
```
50
C8H11BrCl24NOPSSi2, DFT ωB97M-V with the def2-TZVPD basis set
N -3.901 -1.420 2.392
C -2.549 -1.205 1.746
C -1.746 0.007 2.504
Si 0.028 -0.678 2.999
O 0.993 -0.591 1.535
Si 2.705 -0.378 1.866
Br 3.198 1.858 2.307
P 0.716 0.582 4.658
S 0.048 2.418 4.575
H -4.290 -0.543 2.815
H -4.586 -1.886 1.753
H -2.580 -0.967 0.600
H -1.949 -2.226 1.860
H -1.542 0.846 1.686
H -2.318 0.448 3.443
H -0.126 -2.048 3.528
H 3.437 -0.669 0.613
H 3.193 -1.224 2.961
H 0.204 -0.027 5.893
H 2.143 0.665 4.825
C -0.972 0.950 -1.596
Cl 0.341 -0.141 -1.087
Cl -2.524 0.077 -1.540
Cl -1.039 2.352 -0.499
Cl -0.667 1.511 -3.260
C 1.717 2.632 -6.550
Cl 3.031 1.542 -6.041
Cl 0.165 1.759 -6.494
Cl 1.650 4.034 -5.453
Cl 2.023 3.193 -8.214
C -3.855 1.558 -5.933
Cl -2.812 3.001 -5.866
Cl -2.848 0.092 -5.821
Cl -5.006 1.593 -4.573
Cl -4.754 1.545 -7.471
C 6.950 2.313 0.041
Cl 8.560 2.222 -0.716
Cl 5.792 3.027 -1.110
Cl 6.410 0.676 0.489
Cl 7.038 3.330 1.502
C -6.439 -2.970 5.036
Cl -4.720 -3.054 5.498
Cl -7.334 -4.286 5.837
Cl -7.113 -1.400 5.541
Cl -6.588 -3.140 3.269
C 4.383 -3.076 -1.910
Cl 3.729 -3.682 -3.453
Cl 3.042 -2.542 -0.865
Cl 5.288 -4.378 -1.097
Cl 5.473 -1.703 -2.226
```

=====

| no. | molar mass (g mol⁻¹) |
| --- | --- |
| 1 | 267.32 |
| 2 | 216.17 |
| 3 | 200.31 |
| 4 | 323.83 |
| 5 | 122.17 |
| 6 | 122.17 |
| 7 | 138.17 |
| 8 | 154.23 |
| 9 | 154.23 |
| 10 | 134.25 |
| 11 | 150.06 |
| 12 | 1187.17 |